# C3H14N2O

A molecular structure, C3H14N2O (wB97M-V/def2-TZVPD, the OMol25 dataset).

Summary:
Charge ... +2
Kohn-Sham gap ... 12.7 eV
Max |F| ... 0.09945 Eh/bohr
ΔE to the lowest compared entry with this formula, charge and spin ... 123.25 kJ/mol
Molar mass ... 94.2 u
LUMO ... -0.287 Eh
Multiplicity ... 1

Each line ends with the Mulliken charge.
CARTESIAN COORDINATES (ANGSTROEM)
N  2.342900  -1.329600  -0.585586  -0.62
H  1.041009  -0.617308  0.897255  0.38
H  2.556100  -1.392391  -1.586890  0.36
H  2.240103  -2.332064  -0.399394  0.37
H  -2.520196  -1.519117  2.249498  0.32
H  -2.241792  1.746163  0.682259  0.39
H  3.181125  -1.022191  -0.091304  0.36
H  1.267878  1.028500  -1.663235  0.40
H  0.190928  -1.147573  -0.636924  0.33
H  1.258274  1.705965  -0.016092  0.30
C  0.793199  0.978109  -0.677530  -0.41
H  -2.050204  -1.977445  0.830178  0.31
O  -2.148340  -1.211776  1.410308  -0.61
C  -0.717386  1.414406  -0.730157  -0.65
H  -0.656267  2.496790  -0.771901  0.38
H  -1.342113  0.954722  -1.496932  0.38
H  -0.832177  1.417163  1.339756  0.39
H  -1.703694  0.081836  0.810294  0.28
C  0.781122  -0.394560  -0.132062  -0.37
N  -1.440469  1.120371  0.568460  -0.29

Cartesian forces (eV/Å) of the 6 atoms listed first:
N -1.041 0.160 -0.460
H -1.047 0.482 0.354
H -0.052 0.840 -0.036
H -0.323 0.147 0.696
H -0.032 0.052 -0.066
H -0.318 -0.341 -0.318